Density functional theory data (wB97M-V/def2-TZVPD) for an isolated molecule of C20H22N4OS at a distorted geometry.

Calculated values
* spin multiplicity: 1
* HOMO-LUMO gap: 0.3264 hartree
* energy relative to the best compared isomer or geometry (same formula, charge and spin): 170.6 kJ/mol
* HOMO energy: -0.303 hartree
* LUMO level: 0.63 eV
* structure (SMILES): CN1[C@@H]2c3nc4ccccc4n3C[C@@H]2C[C@H]1C(=O)NCCc1cccs1

Each line ends with the Mulliken charge.
Geometry (Å):
S (4.4916, -2.2902, -0.9052)  -0.172
O (-0.6149, -3.6776, -1.0039)  -0.704
N (0.0714, -0.0657, -0.4392)  0.278
N (-0.4548, 3.3810, 0.0169)  -0.837
N (0.8796, -2.3573, -2.0498)  -0.092
N (-2.1847, 2.1187, 0.5641)  0.367
C (-1.0495, 5.4038, 1.3945)  -0.738
C (-2.2531, 0.5490, -0.9942)  0.116
C (-2.9823, 0.9797, 0.2846)  -0.845
C (2.5860, -4.3482, -1.4933)  -0.601
C (-3.2890, 3.7112, 2.1248)  -0.598
C (-0.0903, -2.5476, -1.1297)  -0.308
C (-0.7966, 1.0570, -1.0346)  0.289
C (-1.0246, 2.2330, -0.1300)  -0.298
C (3.1321, -3.4032, -0.4774)  0.329
C (4.0133, -2.6021, 1.4865)  -0.341
C (-3.1743, 5.0283, 2.6351)  -0.516
C (-2.1140, 5.9162, 2.2093)  -0.480
C (-2.0624, -0.9053, -1.2275)  -1.593
C (3.0060, -3.4452, 0.8807)  -0.568
C (-1.2269, 4.0809, 0.9424)  0.541
C (4.8960, -1.9596, 0.8340)  -0.560
C (1.2361, 0.0414, 0.3255)  -0.958
C (-0.7319, -1.3148, -0.4454)  0.708
C (-2.2710, 3.2329, 1.3650)  0.444
C (1.8455, -3.4405, -2.5685)  -1.059
H (-4.0554, 5.3444, 3.2208)  0.319
H (-2.9102, -1.4413, -0.9587)  0.463
H (-4.0349, 1.2238, 0.1487)  0.388
H (1.3621, -1.5094, -1.9126)  0.389
H (0.8914, 0.4562, 1.2780)  0.343
H (5.7372, -1.4669, 1.2410)  0.476
H (1.6666, -0.9369, 0.4553)  0.280
H (4.0398, -2.6238, 2.5766)  0.323
H (1.9528, 0.7080, -0.2151)  0.254
H (-2.9772, 0.2391, 1.0564)  0.330
H (-1.9343, -1.1995, -2.2785)  0.431
H (2.5603, -2.8832, -3.1914)  0.475
H (-0.5702, 1.3404, -2.1237)  0.274
H (-0.3203, 5.9984, 0.8292)  0.362
H (-2.8151, 1.1259, -1.7765)  0.458
H (2.3003, -4.0773, 1.3566)  0.477
H (1.8371, -5.0746, -1.0634)  0.319
H (1.3821, -4.1460, -3.2840)  0.323
H (3.3573, -4.9672, -1.8840)  0.409
H (-2.1354, 6.9329, 2.4761)  0.440
H (-0.9294, -1.5747, 0.5908)  0.373
H (-4.2419, 3.1561, 2.2936)  0.290

=====

Density functional theory data (wB97M-V/def2-TZVPD) for a structure of composition C20H22N5O8PPdS2 at a distorted geometry.

Calculated values
* spin multiplicity: 3
* HOMO-LUMO gap (spin up / spin down): 0.2767 / 0.2536 hartree
* <S²>: 2.008
* energy relative to the best compared isomer or geometry (same formula, charge and spin): 219.6 kJ/mol
* HOMO energy (spin up / spin down): -0.307 / -0.328 hartree
* LUMO level (spin up / spin down): -0.81 / -2.02 eV

Each line ends with the Mulliken charge.
Geometry (Å):
Pd (0.8537, 0.1255, -0.6514)  0.434
S (-0.2323, 3.3275, -0.0819)  1.360
S (2.6907, 1.5502, 1.2809)  1.108
P (-0.5782, -1.6399, -0.7136)  1.553
O (0.9301, 3.7776, -0.8304)  -0.679
O (-0.6345, 1.9114, -0.5221)  -0.317
O (-1.3297, 4.2746, 0.0473)  -0.751
O (2.5626, 0.2042, 1.7809)  -0.641
O (2.4833, -1.0517, -1.5713)  -0.516
O (3.9278, 2.2245, 1.5746)  -0.757
O (3.4437, -0.3662, -3.5045)  -0.574
O (2.4981, 1.5277, -0.1942)  -0.586
N (1.3243, 0.3231, -2.8278)  -0.417
N (-0.5479, 1.3351, -4.5002)  -0.720
N (2.5494, -0.3169, -2.6520)  1.171
N (2.4360, 2.4652, -2.9061)  -0.441
N (0.5994, 2.0238, -4.2372)  0.168
C (-1.9936, -1.1068, 0.1811)  0.609
C (1.9440, -3.8639, 1.4775)  -0.987
C (-3.4423, -1.4229, 2.1640)  -0.672
C (-0.7356, 3.4096, 2.5532)  -0.659
C (0.6958, 2.8510, 4.4192)  -0.443
C (1.4078, 2.4804, 2.1035)  0.666
C (1.0214, -2.8622, 1.1299)  -0.025
C (-4.0508, 0.0663, 0.4125)  -0.810
C (-4.3514, -0.5795, 1.5808)  -0.442
C (0.6775, -5.3969, 0.1143)  -0.646
C (-0.2094, -4.4070, -0.2426)  -0.401
C (0.0772, -3.0954, 0.1183)  -0.225
C (0.2920, 3.0861, 1.5982)  0.199
C (-1.1444, -2.0204, -2.4278)  -1.265
C (1.5455, 2.2608, 3.5322)  -1.176
C (1.7477, -5.1582, 0.9443)  -0.322
C (1.4659, 1.6259, -3.3109)  0.412
C (-2.8828, -0.2068, -0.3041)  -0.004
C (-2.2486, -1.6820, 1.4664)  -0.409
C (-0.5054, 3.4500, 3.9121)  -0.563
H (-1.2442, 1.9598, -4.8437)  0.313
H (-2.2114, -2.2150, -2.3554)  0.530
H (2.6480, 2.3820, -1.8595)  0.349
H (-1.3444, 3.8021, 4.5484)  0.323
H (2.4416, -5.9471, 1.2046)  0.402
H (1.1561, -1.8962, 1.5852)  0.528
H (-1.4874, -2.3980, 1.8615)  0.220
H (-3.6757, -1.8986, 3.1587)  0.354
H (2.3508, 1.6211, 3.8781)  0.386
H (-4.8680, 0.6195, -0.0860)  0.343
H (0.8727, 2.7688, 5.4926)  0.380
H (-1.0960, -4.6637, -0.8019)  0.521
H (2.2687, 3.4509, -3.1706)  0.329
H (-0.7013, -2.8997, -2.9317)  0.417
H (-1.6704, 3.8393, 2.1566)  0.409
H (-1.0492, -1.1549, -3.1333)  0.141
H (0.8284, 2.8797, -4.7534)  0.243
H (2.8148, -3.6906, 2.1139)  0.443
H (0.5050, -6.4328, -0.2193)  0.349
H (-0.8537, 0.8691, -3.6362)  0.266
H (-5.3179, -0.5203, 2.0540)  0.408
H (-2.6534, 0.4007, -1.1759)  0.116

=====

Density functional theory data (wB97M-V/def2-TZVPD) for an isolated molecule of C20H22O2.

Calculated values
* spin multiplicity: 1
* HOMO-LUMO gap: 0.3520 hartree
* energy relative to the best compared isomer or geometry (same formula, charge and spin): 1.9 kJ/mol
* HOMO energy: -0.341 hartree
* LUMO level: 0.31 eV
* structure (SMILES): O=C(CCCCCCC(=O)c1ccccc1)c1ccccc1

Each line ends with the Mulliken charge.
Geometry (Å):
O (0.6023, -0.1317, -1.6049)  -0.494
O (-2.9062, 3.5604, 1.0380)  -0.609
C (0.4407, -2.9118, -1.4538)  -0.189
C (-2.3484, 0.9532, -2.2298)  -0.596
C (-0.4749, 2.9706, 2.6566)  -0.990
C (1.5752, -2.2030, -1.0587)  0.255
C (2.7560, -4.2864, -0.8295)  -0.732
C (-2.6614, -0.8302, -0.6573)  -0.451
C (-2.3366, 1.8631, -1.1915)  -0.420
C (-2.4597, 1.4337, 0.1288)  0.439
C (-2.4297, 2.4595, 1.2031)  0.004
C (1.4760, -0.7200, -1.0081)  0.665
C (1.6188, -4.9816, -1.2087)  -0.384
C (2.0942, 1.4306, 0.1563)  -0.992
C (2.7377, -2.9060, -0.7485)  -0.271
C (2.5217, 0.0037, -0.1812)  -1.030
C (-1.7225, 2.0913, 2.4937)  -0.622
C (-2.6258, 0.0753, 0.3868)  -0.134
C (0.4590, -4.2910, -1.5216)  -0.628
C (0.4960, 2.8654, 1.4799)  -0.762
C (1.0079, 1.4492, 1.2293)  0.086
C (-2.5128, -0.3956, -1.9641)  -0.353
H (3.6628, -4.8247, -0.5954)  0.386
H (-1.4421, 1.0408, 2.5108)  0.326
H (3.6366, -2.3813, -0.4635)  0.380
H (0.1859, 0.8140, 0.8958)  -0.035
H (1.6392, -6.0600, -1.2638)  0.383
H (-2.2309, 1.2932, -3.2474)  0.406
H (-2.3997, 2.2941, 3.3267)  0.430
H (1.4066, 1.0344, 2.1597)  0.291
H (1.3481, 3.5205, 1.6802)  0.475
H (-0.7956, 4.0099, 2.7498)  0.356
H (2.7226, -0.5600, 0.7316)  0.437
H (-0.4484, -2.3505, -1.6983)  0.303
H (-2.5303, -1.1067, -2.7772)  0.370
H (2.9598, 2.0018, 0.4987)  0.445
H (-0.4274, -4.8300, -1.8220)  0.401
H (-2.7620, -0.2760, 1.3996)  0.396
H (-2.8036, -1.8811, -0.4469)  0.422
H (1.7085, 1.9023, -0.7491)  0.352
H (0.0064, 3.2305, 0.5748)  0.266
H (0.0361, 2.6880, 3.5802)  0.429
H (3.4394, 0.0227, -0.7765)  0.562
H (-2.2196, 2.9197, -1.3825)  0.423

=====

Density functional theory data (wB97M-V/def2-TZVPD) for a structure of composition C20H23BCl3N2O2ReS5Sb.

Calculated values
* total charge: +3
* spin multiplicity: 1
* HOMO-LUMO gap: 0.2262 hartree
* HOMO energy: -0.649 hartree
* LUMO level: -11.50 eV

Each line ends with the Mulliken charge.
Geometry (Å):
Re (0.9983, -0.2408, 1.4334)  -0.378
Sb (4.0089, 0.0034, 3.6436)  1.121
Cl (1.6042, -5.5465, 2.8009)  -0.039
Cl (-1.2665, -5.0999, 2.8807)  -0.024
Cl (0.0734, -5.4854, 0.3165)  -0.034
S (1.1954, 0.1811, 3.5166)  -0.147
S (1.3755, 2.3205, -0.7642)  0.062
S (4.3398, -2.1229, 3.8937)  -0.240
S (2.8280, -0.6693, 0.5520)  0.049
S (4.5814, 2.0889, 3.6688)  -0.256
O (-1.8652, -1.3309, 0.0192)  -0.089
O (-1.6242, 0.3021, 1.6591)  -0.307
N (0.6780, 1.4419, 0.5008)  -0.054
N (0.6252, -2.2919, 1.7461)  -0.257
C (0.2113, -4.8766, 1.9659)  0.923
C (-3.5245, -2.3966, 1.3887)  -1.647
C (3.5159, 0.8806, -1.7735)  -0.171
C (5.7630, 1.3305, -1.0437)  -0.527
C (0.2459, 2.2807, -4.5561)  -0.690
C (-3.2563, -1.1425, 0.5852)  1.438
C (0.6489, 1.7452, -2.2693)  0.603
C (-0.5257, 0.1866, -3.6298)  -0.972
C (0.0043, 0.5234, -2.3929)  0.057
C (5.2996, 2.2665, -0.1198)  -0.671
C (-4.1998, -1.0236, -0.5873)  -1.724
C (0.4452, -3.4197, 1.8396)  -0.267
C (0.7703, 2.6437, -3.3263)  -0.386
C (-3.5421, 1.4368, 0.7520)  -1.843
C (4.8804, 0.6404, -1.8652)  -0.620
C (-3.7569, 0.0744, 2.8393)  -1.749
C (-0.4009, 1.0591, -4.7046)  -0.559
C (3.0607, 1.8221, -0.8343)  0.235
C (3.9459, 2.5273, -0.0134)  -0.519
C (-3.1398, 0.1667, 1.4672)  1.336
B (-1.1015, -0.5599, 0.7708)  1.626
H (-4.1813, -1.9497, -1.1593)  0.453
H (1.2539, 3.6044, -3.1986)  0.509
H (-4.8379, -0.0363, 2.7454)  0.404
H (-3.5672, 0.9946, 3.3887)  0.459
H (-5.2188, -0.8749, -0.2279)  0.374
H (-3.0236, 1.5522, -0.2008)  0.260
H (-0.1350, 1.9693, 0.8275)  0.287
H (-4.6130, 1.4333, 0.5533)  0.444
H (5.2530, -0.0656, -2.5934)  0.472
H (-3.9408, -0.2006, -1.2480)  0.359
H (-3.3751, -0.7649, 3.4136)  0.346
H (-3.4757, -3.2616, 0.7289)  0.494
H (-0.0962, -0.1612, -1.5623)  0.334
H (-0.8185, 0.7894, -5.6647)  0.446
H (3.5802, 3.2859, 0.6677)  0.556
H (0.3286, 2.9605, -5.3925)  0.451
H (-4.5200, -2.3625, 1.8286)  0.417
H (-2.7996, -2.5271, 2.1924)  0.139
H (6.0041, 2.8183, 0.4868)  0.511
H (-1.0365, -0.7583, -3.7516)  0.513
H (-3.3263, 2.2960, 1.3857)  0.483
H (2.8228, 0.3855, -2.4399)  0.530
H (6.8269, 1.1578, -1.1393)  0.477

=====

Summary of calculated total energy in eV
-39938.3405; -79360.0640; -25192.4516; -129249.0111
(order as listed above)